(1)
Density functional theory data (ωB97M-V/def2-TZVPD) for C22H66N9O7P3Zr as an isolated structure.

Geometry as ORCA input:
```
! RIJCOSX wB97M-V def2-TZVPD def2/J DEFGRID3
* xyz 0 1
H 8.06950 16.39147 17.68911
H 8.39691 4.60683 10.78169
H 12.26478 15.50802 11.45355
C 6.64525 12.68387 10.50576
H 4.10808 14.11200 16.09577
O 8.31403 15.60661 10.77236
H 11.21620 12.05068 9.43518
H 6.77999 12.29097 14.13927
H 5.71198 6.18996 10.89597
N 7.61320 6.25352 9.70748
N 6.11731 13.77054 15.51821
N 7.59995 16.81195 8.52499
H 10.55550 13.41136 15.72524
H 7.69142 17.98175 16.89702
H 9.20427 8.09891 6.09925
H 7.16698 6.80931 11.68678
O 9.65190 12.53901 13.50187
H 10.53138 11.03387 10.65588
O 9.81103 13.03894 10.62131
H 6.15130 15.21848 11.93711
C 10.50219 11.53202 13.73126
C 8.85459 19.30945 10.04197
C 6.19682 16.94788 15.00477
O 6.79080 5.90541 7.12908
H 4.67382 18.37131 11.12384
H 6.73142 17.78049 14.51769
P 7.58034 6.71933 8.07733
H 10.47817 10.80009 12.93368
Zr 9.05496 13.86416 12.25662
C 5.16759 13.99324 16.53262
N 8.57448 18.04081 10.70059
C 7.93466 4.83326 9.84235
H 11.06649 7.33000 8.03224
H 5.98961 17.10584 7.28565
H 8.73277 6.40736 5.66129
H 10.44557 6.80236 5.86300
H 7.44796 13.98268 17.98702
H 8.41329 9.81853 7.99587
C 10.11395 14.42758 15.85933
H 8.89960 16.46766 6.85296
H 5.17266 13.15303 17.26685
O 7.93520 14.66672 13.90689
C 5.41060 15.76020 11.36961
P 7.67926 16.80022 10.17965
H 8.63420 4.51711 9.02404
H 5.25359 9.49376 7.87071
H 5.08363 12.57102 13.97721
H 4.55574 17.84571 9.49720
H 8.49965 19.29898 8.95831
H 8.53409 20.20708 10.63492
H 10.58227 15.02568 16.59473
N 6.95478 8.25940 8.14504
O 10.50099 15.25495 12.50160
C 7.66308 9.42017 8.67908
H 8.29808 18.56310 12.81454
H 6.12736 9.03918 6.35320
C 8.50897 13.78336 17.69497
H 6.36377 7.79132 10.43209
H 10.18087 11.04083 14.65296
H 8.92668 16.94241 12.41743
H 4.94030 15.08192 10.67098
H 5.71580 15.97898 8.57300
H 4.98037 7.90285 7.20956
C 11.23968 15.88904 11.51224
H 6.05768 11.85125 10.76661
H 11.34676 16.91455 11.80582
H 9.07068 15.34254 8.18012
H 9.95536 19.32203 10.06685
P 7.48549 14.64106 15.35408
H 5.99436 13.28529 9.85019
H 6.68726 15.42235 7.27690
C 10.12724 7.20051 8.59363
H 10.70454 15.76523 10.53736
H 5.41019 14.84623 17.12900
H 9.05241 14.36058 18.46133
H 5.45410 17.27650 15.74412
C 8.00134 16.92421 16.72839
C 8.97304 18.00655 12.11417
H 9.73723 8.10877 9.09663
C 6.48740 16.31174 7.85020
H 5.96053 18.88106 9.97726
C 8.89903 16.37457 7.92414
N 7.16256 16.20384 15.80845
H 6.90960 10.14741 8.99487
H 9.76053 16.95085 8.32977
H 10.38818 6.44131 9.31700
H 7.08157 4.19427 9.65127
H 8.97512 17.09332 16.28966
H 10.04722 14.94014 14.89275
N 9.15272 6.74762 7.62080
N 8.72538 14.23414 16.32007
C 5.84867 12.51228 14.71029
N 6.10021 16.87771 10.61891
C 9.41382 7.05079 6.25134
C 5.25808 18.02186 10.28447
H 9.50414 11.43390 9.33817
C 10.25652 11.88064 10.01109
O 7.18583 13.20654 11.66312
H 7.45758 12.45495 9.79253
H 8.87597 12.79134 17.90294
H 5.67842 16.26069 14.31342
C 6.63009 6.77143 10.70860
C 5.75836 8.70447 7.30994
H 9.94356 18.41076 12.24897
H 8.14537 9.22550 9.64609
H 5.51379 11.56213 15.28595
H 11.59381 11.84428 13.86027
H 4.74312 16.17200 12.05976
*
```

- total energy (Ha) = -2968.66209
- maximum force (eV/A) = 3.5

Atom charges from the Mulliken analysis, given in e for atoms 1 to 4: 0.2876, 0.3471, 0.3553, -0.7671

***

(2)
Density functional theory data (ωB97M-V/def2-TZVPD) for C57H51ClI2NO2P2PbSSi as an isolated structure.

Geometry as ORCA input:
```
! RIJCOSX wB97M-V def2-TZVPD def2/J DEFGRID3
* xyz -1 1
C -4.34202 -2.00576 0.79567
H -0.90535 -3.12423 1.95503
H 1.97343 -2.59561 -2.32743
C 0.40936 -2.84418 5.54465
P 0.41635 -4.76644 -0.78693
C -0.55757 -3.02308 2.97169
C 0.91922 5.04632 2.78624
C 1.71039 3.11361 -5.76793
H 2.21952 -4.82443 1.33566
Pb 0.30211 1.04032 0.14145
H 6.14144 3.00257 -0.12006
H 3.19622 -5.56020 -1.75787
C 0.28953 -7.29215 -1.87469
C 2.50342 -6.36578 -1.96453
C 0.28566 -4.09020 4.95362
H 0.57195 -4.98193 5.49720
H 1.26156 -4.70828 -3.63696
C -0.10755 -3.42641 -4.66058
C 1.02233 3.90716 2.00422
C 2.13868 6.71094 -2.95740
H -4.55792 -2.51600 -0.13226
H -0.15654 0.92674 -3.87240
H 3.22351 5.16486 -3.96468
C 0.73603 -8.44316 -2.50140
H -6.38090 -1.95052 1.42170
C -1.13476 4.12944 1.25452
Si 2.13216 2.49454 -2.97410
H -3.09451 1.54980 2.31548
C -0.27443 5.74769 2.79651
C 2.64823 -4.11147 0.63971
H 0.14685 3.85599 -1.32895
H 5.32441 -2.09190 0.25466
C -5.08139 -1.07617 2.87689
C -1.20108 2.64895 5.46228
C -0.74779 1.55832 4.73468
C -2.36841 3.30380 5.10609
C 2.42372 5.38935 -3.26684
C 1.13643 7.01260 -2.04459
I -3.13520 6.30626 1.95474
H 0.79596 -2.75460 6.55244
H 0.04902 -9.25455 -2.70509
C 4.48044 2.79808 -1.45928
H -0.28683 -5.13379 3.16655
C 3.71122 -2.27690 -1.13683
C 2.18942 0.72564 -5.21105
C -1.45926 1.08573 3.63296
C -3.77713 -0.72455 3.17490
H 1.75220 5.37674 3.38988
C -5.36077 -1.69392 1.67483
H 2.42769 -9.45272 -3.35845
H 2.11962 -0.04232 -4.44000
C 4.39202 -2.58889 0.02558
C -0.23779 -3.94471 -2.30596
H 4.10650 -1.55187 -1.83296
H -2.73188 -1.81824 -3.25825
C 1.95715 -3.80792 -0.53567
C 0.38411 -4.08175 -3.54609
H 3.24410 0.88575 -5.43617
H -2.74162 4.12752 5.70198
O -1.99744 -1.96995 0.23122
C 3.85914 -3.50777 0.91844
I -2.21237 1.39170 -0.98159
C 5.00364 2.32926 -3.73054
H 1.22090 4.03534 -5.45147
C 0.04313 -1.69281 4.86144
O 1.49398 1.55171 -1.88386
H -0.36919 6.20709 -0.74597
H 0.92066 8.04320 -1.78868
S -2.44599 -3.23762 -0.80474
C 0.70045 4.66499 -1.79012
H 0.37352 -3.57492 -5.61853
C -0.19599 -4.17156 3.65485
C 6.77669 2.55886 -2.12113
H 7.09324 2.16518 -4.20101
H -0.42551 1.43000 -5.55106
H 3.74396 2.99487 -0.68719
H 1.92543 3.31534 1.98526
H -1.92774 3.74420 0.62458
H -3.56471 -0.23912 4.11774
C 1.51074 2.00992 -4.72757
C -3.03969 2.89759 3.96434
Cl 1.61960 0.87602 2.80402
H -3.93612 3.41148 3.64327
H 0.16376 -0.73798 5.34391
H 3.99083 -7.61094 -2.86994
C -1.30837 5.27750 2.00727
C -2.57086 1.82753 3.22087
H 1.28575 2.81975 -6.73438
C 0.01104 1.72888 -4.59107
C -1.21144 -2.59534 -4.56035
H 1.70644 0.34841 -6.12025
H 4.70874 2.15814 -4.75841
C 2.94870 -7.52096 -2.59103
H -5.88238 -0.84657 3.56774
C -1.39515 -3.13846 -2.23051
H -0.75058 -7.19574 -1.58362
C -1.86004 -2.45129 -3.34872
H 4.36735 -3.71823 1.84964
H -0.52157 2.61149 -4.23128
C 1.70925 4.33708 -2.69399
H -1.57391 -2.07048 -5.43372
C 4.03065 2.54160 -2.75690
C -0.46076 -1.76391 3.56740
C 2.07056 -8.55844 -2.86406
C -2.73256 -0.96010 2.28473
P -0.99221 -0.32810 2.53791
H 7.83089 2.54177 -1.87341
C 6.35831 2.33618 -3.42308
H -0.62314 2.98887 6.31287
H 2.77128 3.32530 -5.92223
C 0.41592 5.98185 -1.45929
N 0.01307 3.46220 1.26133
H 0.19038 1.11047 5.01057
C 5.82771 2.80555 -1.13801
C -3.03044 -1.63988 1.08550
H -0.39663 6.64323 3.39008
C 1.16391 -6.23806 -1.61012
H 2.70820 7.51161 -3.41558
C 2.48538 -2.86796 -1.41524
*
```

- total energy (Ha) = -5026.94426
- maximum force (eV/A) = 2.0
- ΔE to the lowest compared entry with this formula, charge and spin (kcal per mole) = 24.3

Atom charges from the Mulliken analysis, given in e for atoms 1 to 4: -0.6744, 0.0606, 0.2104, -0.8118

***

(3)
Density functional theory data (ωB97M-V/def2-TZVPD) for a 2-piece molecular cluster, C4H7N4O2 overall.

Geometry as ORCA input:
```
! RIJCOSX wB97M-V def2-TZVPD def2/J DEFGRID3
* xyz 1 1
H -2.27943 -2.35998 0.67756
O -0.16040 2.45225 0.48688
N -0.86570 -0.87521 1.05168
N 1.11776 0.67033 -0.24760
H 1.25562 0.35929 1.89526
C 2.18185 -1.04039 -0.84875
H 2.95242 -1.64912 -1.33730
C -1.34804 -1.81550 0.40330
H -0.80077 3.26311 0.27640
H -1.25102 -0.61088 2.02043
N 1.67322 0.07736 -1.31227
N 2.02415 -1.15463 0.47180
C 1.31846 -0.17521 0.89050
O 0.47573 2.22393 -1.72528
C 0.41905 1.81268 -0.46575
H -0.92471 -2.12160 -0.62498
H 1.08257 1.55183 -2.33368
*
```

- total energy (Ha) = -525.77953
- maximum force (eV/A) = 3.4
- ΔE to the lowest compared entry with this formula, charge and spin (kcal per mole) = 15.5

Atom charges from the Mulliken analysis, given in e for atoms 1 to 4: 0.2625, -0.4265, -0.3307, 0.6591

***

(4)
Density functional theory data (ωB97M-V/def2-TZVPD) for C20H43N2P3PbS as an isolated structure.

Geometry as ORCA input:
```
! RIJCOSX wB97M-V def2-TZVPD def2/J DEFGRID3
* xyz 4 1
H 1.92694 -0.49074 4.43058
H -2.71014 -3.66413 1.23455
H 2.53461 -0.92926 1.70437
C 0.57384 -3.53218 -0.29767
C -2.02087 3.54623 -4.06975
S 0.63740 3.39566 -1.05824
C -4.32985 3.99420 -0.96271
H 3.35427 2.05698 -1.84787
H 0.86028 -0.53517 5.87492
H 4.20994 -0.43807 1.31829
C -0.10474 3.68437 -2.58579
H -2.81907 -2.30551 -1.67096
H 1.09689 -2.05898 -4.99967
H -4.12418 1.87993 -1.21152
H 3.00890 0.78310 1.84863
H -1.11232 -3.66157 2.05299
H -5.67621 2.65019 -1.91130
H -1.84646 -0.74909 -3.76920
C 0.12158 4.29692 -4.92481
H 3.65021 2.34983 -0.11924
H 0.47152 -4.56149 0.07306
H 1.33222 -3.01506 0.30719
N -0.06927 0.68889 1.74773
H 1.71448 0.29101 -5.32184
H 1.20274 1.71531 -4.35506
H 4.54873 -1.31123 -0.92004
H 0.60521 -1.69073 4.53135
C -1.05518 0.90709 5.05644
C -1.79395 -3.08536 1.41388
H -1.64694 4.03957 -6.14280
C -2.10095 -3.12249 -1.50971
C 3.71174 1.59751 -0.91639
P 2.67242 0.15373 -0.47730
H 4.75802 1.28117 -1.04018
C 0.67672 4.18017 -3.65612
H 0.90898 -3.55917 -1.34319
H -0.78512 -1.31321 -0.15920
H -1.33493 0.88329 -4.28414
N -0.01490 0.32687 4.19929
H -4.97223 4.87530 -1.08225
C 1.04327 -2.05520 -3.90155
P 0.51652 -0.39348 -3.33783
C 3.15428 -0.13544 1.26414
H 1.71174 4.45769 -3.45001
H 0.73685 4.65441 -5.75205
H -2.10411 3.13351 -1.95406
C -1.22170 3.96590 -5.14039
H -2.03860 0.46025 4.84645
C -1.04700 -0.17623 -4.25941
H -2.05281 -2.14303 1.91580
Pb -0.06552 0.84726 -0.64843
C -4.72002 2.78404 -1.39013
H -0.91628 -0.54280 -5.28736
H -3.08206 3.32928 -4.21907
P -1.01200 -2.71761 -0.14822
H -1.11918 1.98965 4.88464
H -3.37264 4.15010 -0.45173
C 3.53273 -1.21914 -1.33105
H -2.65463 -4.03435 -1.24168
C -0.04959 0.51427 2.91439
H 3.60084 -1.03406 -2.41111
H 0.32259 -2.81706 -3.57409
C 0.90262 -0.66191 4.79024
H -1.53949 -3.29124 -2.43921
C 1.61926 0.70007 -4.30601
C -1.47396 3.41740 -2.80027
H 2.99797 -2.16470 -1.16745
H 2.61224 0.75108 -3.83867
H -0.77495 0.70684 6.09249
H 2.03088 -2.30393 -3.49091
*
```

- total energy (Ha) = -2510.88228
- maximum force (eV/A) = 2.4

Atom charges from the Mulliken analysis, given in e for atoms 1 to 4: 0.3024, 0.4530, 0.2741, -1.1196